Entry 1:
{
  "formula": "C16H26Cl2O2Ru",
  "method": "the ωB97M-V functional and the def2-TZVPD basis",
  "multiplicity": 5,
  "charge": -2,
  "e_tot_ev": -48731.5038,
  "s2": 6.03,
  "gap_ev": [4.359, 4.323],
  "e_lumo_ev": [4.79, 4.78],
  "elements": ["C", "C", "C", "C", "C", "C", "C", "C", "C", "C", "Ru", "Cl", "Cl", "O", "H", "H", "H", "H", "H", "H", "H", "H", "H", "H", "H", "H", "H", "H", "H", "H", "O", "H", "C", "C", "C", "C", "C", "C", "H", "H", "H", "H", "H", "H", "H", "H", "H"],
  "xyz": [[-0.729099, 0.759895, -2.712825], [-1.560467, -0.384438, -2.515082], [-0.725876, -1.515453, -2.274335], [-3.037068, -0.388674, -2.568354], [0.635736, -1.093562, -2.323042], [0.659592, 0.341564, -2.573745], [1.838675, 1.122496, -2.999340], [-1.203961, 2.090121, -3.141504], [-1.205009, -2.902309, -2.098246], [1.808747, -1.997597, -2.408380], [0.113692, 0.343195, -0.342056], [-2.241572, 0.158025, 0.352635], [0.069886, 2.576047, -0.172742], [1.999466, -0.095217, -0.081026], [-3.429149, 0.582614, -2.246665], [-3.444245, -1.147818, -1.889976], [-3.404500, -0.592965, -3.582572], [-2.018215, -2.941871, -1.355777], [-0.391021, -3.551460, -1.748271], [-1.589188, -3.317094, -3.046592], [1.709177, -2.835203, -1.702645], [2.730097, -1.451452, -2.173852], [1.913307, -2.427743, -3.419470], [2.735979, 0.720105, -2.514612], [1.729813, 2.173934, -2.711263], [1.985131, 1.070962, -4.090344], [-2.035676, 2.410898, -2.492181], [-1.569451, 2.089019, -4.184339], [-0.393317, 2.827012, -3.062432], [2.095859, -0.841025, 0.532143], [2.872133, 4.183252, -0.656155], [3.841433, 4.199597, -0.449157], [-1.241329, 0.716336, 4.730738], [0.014568, -0.014696, 4.229081], [1.253983, 0.720538, 4.756403], [0.003880, -1.448734, 4.767383], [0.049416, -0.084720, 2.755718], [0.121815, -0.043820, 1.529299], [-1.258336, 0.726555, 5.818899], [-2.134075, 0.216307, 4.370073], [-1.248318, 1.741288, 4.373140], [1.263298, 0.735495, 5.844604], [2.154527, 0.226868, 4.406550], [1.258254, 1.744586, 4.395356], [-0.879591, -1.965003, 4.405990], [0.882685, -1.977243, 4.414242], [-0.001692, -1.458606, 5.854721]],
  "atomic_forces_ev_per_a": [[0.9835, -1.6553, -0.0298], [1.2232, 0.4625, -0.2222], [1.0459, 0.9465, -0.3195], [-0.4284, 0.0122, 0.1266], [-1.4219, 0.4223, -0.9307], [-1.8000, -0.8386, -0.6361], [0.4863, 0.3040, 0.0924], [-0.1899, 0.7044, 0.1712], [-0.1974, -0.4712, 0.2949], [0.4118, -0.1542, 0.3227], [-1.0029, -0.7255, -0.3058], [-0.7324, -0.1150, -0.1139], [-0.0055, 1.6495, 0.0064], [1.1035, -0.8889, -0.2566], [-0.0001, -0.2121, -0.0687], [0.0008, 0.1608, -0.1450], [-0.0072, -0.0109, -0.0429], [0.1663, -0.0857, -0.1690], [-0.2402, 0.0550, -0.0743], [0.0487, 0.0117, 0.2329], [0.1572, 0.1302, -0.1266], [-0.2109, -0.1927, 0.0390], [-0.0687, 0.1120, 0.1695], [-0.0993, 0.3263, -0.0314], [0.2978, -0.1127, 0.0797], [-0.0532, -0.0378, 0.1179], [0.2724, 0.1140, -0.2089], [0.1081, -0.1054, 0.2323], [-0.3342, -0.1073, 0.0457], [-0.0356, 0.5954, -0.0327], [1.3037, 0.2769, 0.0751], [-1.0929, -0.0424, -0.2486], [0.1793, -0.1242, -0.2681], [-0.0037, -0.1098, 0.0105], [-0.1199, -0.0607, -0.2077], [-0.0215, 0.1146, -0.0639], [0.3938, 0.2404, -1.2082], [-0.1429, -0.4428, 3.4332], [0.0251, -0.0106, 0.2342], [-0.1840, -0.0311, -0.1014], [-0.0446, 0.1279, -0.1026], [-0.0617, -0.0266, 0.2479], [0.1883, -0.0220, -0.0812], [0.0793, 0.1164, -0.0990], [-0.1319, -0.1612, -0.0565], [0.1563, -0.1651, -0.0487], [-0.0007, 0.0271, 0.2680]]
}

Entry 2:
{
  "formula": "C16H26F16NO5PSi2",
  "method": "the ωB97M-V functional and the def2-TZVPD basis",
  "multiplicity": 1,
  "charge": 0,
  "e_tot_ev": -97262.4720,
  "gap_ev": 9.722,
  "e_lumo_ev": 0.30,
  "elements": ["C", "C", "O", "N", "C", "C", "C", "C", "Si", "O", "Si", "P", "O", "H", "H", "H", "H", "H", "H", "H", "H", "H", "H", "H", "H", "H", "H", "H", "H", "H", "H", "C", "C", "C", "F", "F", "F", "F", "O", "C", "C", "F", "F", "F", "F", "H", "H", "H", "H", "C", "C", "C", "F", "F", "F", "F", "O", "C", "C", "F", "F", "F", "F", "H", "H", "H", "H"],
  "xyz": [[7.488959, -4.077723, -0.606486], [6.093187, -3.180816, -0.401049], [5.053834, -3.764957, 0.230672], [6.096395, -1.788049, -0.990944], [4.833180, -1.011961, -0.673339], [3.790487, -1.262879, -1.921334], [2.236870, -0.838826, -1.617055], [1.578493, -1.510889, -0.275292], [0.261032, -2.911502, -0.677470], [1.232614, -4.367320, -0.999135], [0.244952, -5.661687, -1.663147], [-0.933912, -3.102211, 1.206588], [-0.731621, -1.731187, 2.026454], [7.918989, -3.787680, -1.666980], [7.280036, -5.239158, -0.562699], [8.306027, -3.743914, 0.184021], [6.967521, -1.251003, -0.755768], [4.392599, -1.245090, 0.388187], [5.157670, 0.136580, -0.641904], [4.162192, -0.546921, -2.801112], [3.866704, -2.385223, -2.316400], [2.221979, 0.336240, -1.468225], [1.571478, -1.057943, -2.581272], [2.367624, -2.050933, 0.435184], [1.056610, -0.696485, 0.419610], [-0.592126, -2.518487, -1.791071], [0.479393, -5.839728, -3.116655], [0.750693, -6.915519, -1.047381], [-1.172095, -5.589677, -1.316489], [-0.349339, -4.148349, 2.011203], [-2.346970, -3.246891, 0.961686], [-1.255546, 1.524668, 2.703138], [-0.011176, 2.211514, 2.120526], [0.969785, 2.751433, 3.155910], [0.413982, 3.688581, 3.955129], [2.029173, 3.347084, 2.545490], [-0.403094, 3.183161, 1.254407], [0.644023, 1.280021, 1.357842], [-2.437436, 2.325907, 2.789509], [-2.530035, 3.155004, 3.946865], [-2.504946, 4.650800, 3.612582], [-1.376072, 5.002950, 2.947369], [-2.534527, 5.405408, 4.742140], [-1.567043, 2.794681, 4.830736], [-3.713222, 2.835117, 4.535548], [-1.525051, 0.724411, 2.001460], [-1.046061, 1.001513, 3.643600], [1.364160, 1.947322, 3.785099], [-3.362367, 4.928022, 2.994971], [-4.239649, 1.188036, -3.265871], [-3.034940, 0.555510, -2.552964], [-3.323284, 0.020243, -1.154335], [-3.743504, 0.985989, -0.307773], [-2.197997, -0.509414, -0.603963], [-2.006763, 1.444657, -2.541676], [-2.609576, -0.490286, -3.330158], [-4.338136, 2.613441, -3.196362], [-4.950860, 3.126426, -2.014473], [-3.987565, 3.950717, -1.152854], [-2.904387, 3.228543, -0.770669], [-4.590243, 4.370478, -0.009706], [-5.527931, 2.105880, -1.333379], [-5.973990, 3.913481, -2.441742], [-4.110657, 0.980252, -4.336190], [-5.186247, 0.699222, -3.006916], [-4.078541, -0.771513, -1.181082], [-3.633733, 4.830930, -1.694606]],
  "atomic_forces_ev_per_a": [[-0.1709, 1.1140, -0.5846], [-2.7109, -2.2857, 2.1837], [5.7727, 4.0083, -4.0244], [-0.6269, -2.2860, 2.6939], [-0.3313, 1.1742, -0.3638], [-0.0479, 0.3711, -0.4429], [0.2120, 0.6027, -0.0044], [-0.0583, 0.0876, 1.0130], [3.8360, -0.0967, -0.1139], [-3.7249, 0.4346, -0.6468], [2.5077, 0.2321, 0.7388], [0.4424, 4.3083, 3.3253], [-0.5794, -3.4425, -2.2305], [-0.8471, -0.6907, 2.1180], [0.2482, 2.6801, 0.0953], [-1.8665, -0.7906, -1.5106], [-1.1003, -1.0763, -0.3759], [0.8363, 0.0995, -2.1863], [-0.8365, -2.4586, -0.1989], [-0.7611, -1.7057, 1.7934], [-0.1415, 2.4176, 1.1135], [-0.0261, -2.3990, -0.3242], [1.4832, 0.4202, 2.0378], [-1.4466, 1.1459, -1.6620], [1.0806, -1.8225, -1.6616], [-0.3432, -0.1932, -0.3507], [-0.2365, 0.3712, 0.0914], [-0.0962, 0.1784, 0.0236], [-0.3818, 0.4484, 0.0296], [-0.8328, -0.0554, -0.6727], [0.7003, -0.7155, 0.1124], [-0.5331, -1.0648, -0.3683], [-0.8623, 0.1073, -0.6073], [0.8986, 0.2471, 0.2303], [0.4665, -0.1680, -0.2819], [-0.1197, -0.1492, -0.2213], [0.2793, -0.0522, 0.3050], [0.1629, 0.2343, 0.5522], [0.6340, 1.4993, 1.3597], [0.1260, -2.2966, -0.4852], [0.1156, 0.8902, -0.2829], [-0.5593, -0.2334, 0.0632], [-0.1102, -0.4676, 0.0605], [-0.8365, 0.5468, 0.1058], [0.2688, 0.6370, -0.2691], [0.1571, 0.2648, 0.0348], [0.1138, 0.2964, -0.2125], [-0.1655, -0.0977, -0.0993], [-0.0529, -0.2544, 0.0161], [-0.3974, 0.0213, -1.0875], [0.4941, 0.8444, -0.5643], [0.1549, -0.4647, 0.8496], [0.3539, -0.5679, -0.1456], [0.0867, 0.0088, -0.2973], [-0.3105, -0.3433, 0.2398], [-0.3691, -0.1143, 0.4156], [-0.2068, 0.0286, 1.9037], [-0.7542, -1.2031, -1.5978], [0.8324, 0.3844, 0.5985], [-0.4260, 0.3433, -0.4210], [-0.3189, -0.1829, -0.3621], [-0.0925, 0.9511, -0.0015], [0.6625, 0.0624, 0.3973], [0.2272, 0.1416, 0.2894], [0.3140, 0.0992, 0.2300], [-0.0313, 0.0682, -0.1837], [-0.1548, -0.0923, -0.1785]]
}